Molecular formula: C39H71FO11
Method: DFT, wB97M-V/def2-TZVPD

The geometry in XYZ format:
```
122
Properties=species:S:1:pos:R:3:forces:R:3
F 11.494 12.326 23.920 -0.33 -3.43 0.44
C 11.426 10.943 24.021 -0.11 2.72 -0.02
C 12.455 10.193 23.451 1.19 -0.79 0.15
C 12.424 8.818 23.536 -0.39 1.33 -0.02
C 11.360 8.213 24.268 0.07 -0.77 0.10
C 10.325 8.947 24.867 0.17 2.88 -0.49
C 10.358 10.351 24.721 -0.84 -1.85 0.73
H 13.358 10.700 23.144 -0.03 0.09 -0.63
H 13.214 8.238 23.083 0.09 -0.27 0.09
H 11.400 7.151 24.457 -0.01 -0.25 -0.09
H 9.509 8.539 25.445 0.16 -0.37 -0.05
H 9.574 10.918 25.200 0.06 0.36 -0.10
C 14.633 14.897 21.352 0.05 -0.70 0.34
C 15.211 14.467 22.722 0.10 0.42 -0.98
O 16.263 14.914 23.096 0.18 0.03 0.19
C 14.442 13.472 23.559 0.22 -0.01 0.42
H 13.713 15.467 21.487 0.06 0.20 0.04
H 14.355 14.027 20.757 -0.12 -0.29 0.15
H 15.357 15.431 20.736 0.00 0.25 0.48
H 14.473 12.490 23.086 -0.39 0.11 -0.37
H 13.442 13.849 23.772 -0.15 -0.27 -0.32
H 14.938 13.313 24.517 0.19 0.34 0.00
C 7.187 4.959 28.878 -0.18 0.07 1.21
C 7.929 5.661 27.807 -0.69 0.31 -1.99
O 9.027 5.320 27.437 0.45 0.34 0.26
C 7.166 6.811 27.067 0.08 -0.03 1.53
H 7.775 4.208 29.406 0.11 -0.06 -0.40
H 6.236 4.531 28.562 0.06 0.05 -0.28
H 6.931 5.709 29.625 -0.21 0.12 0.14
H 6.560 7.323 27.814 -0.14 0.08 0.14
H 6.429 6.478 26.337 0.41 -0.31 -0.21
H 7.833 7.591 26.699 0.12 -0.39 -0.32
C 12.995 10.105 19.874 -0.47 -0.62 0.57
C 12.385 8.835 19.228 -0.09 0.96 -0.17
O 11.176 8.778 19.100 0.73 -0.53 0.21
C 13.388 7.816 18.693 -0.39 0.22 0.20
H 13.546 10.743 19.183 0.09 -0.27 -0.10
H 13.638 9.843 20.715 0.51 -0.14 -0.27
H 12.209 10.700 20.340 -0.25 -0.01 -0.35
H 14.206 8.406 18.279 0.07 -0.22 -0.27
H 12.959 7.115 17.977 -0.14 0.36 -0.14
H 13.826 7.188 19.469 -0.03 0.24 0.43
C 9.831 8.659 29.588 -1.02 0.44 0.58
C 9.832 9.804 28.606 2.48 -1.23 1.07
O 8.965 9.900 27.801 -1.39 0.56 -1.62
C 11.039 10.728 28.622 -0.33 0.53 -0.51
H 10.221 9.005 30.546 0.33 -0.40 -0.02
H 10.293 7.741 29.224 0.38 0.27 -0.01
H 8.781 8.412 29.742 -0.06 -0.12 0.08
H 11.935 10.336 28.142 -0.08 -0.71 0.01
H 11.355 11.019 29.623 -0.28 0.14 -0.03
H 10.767 11.567 27.981 0.00 0.42 0.41
C 9.701 6.623 21.674 0.07 0.86 0.66
C 9.339 6.317 20.271 -0.24 -1.95 -0.94
O 9.912 5.458 19.642 0.33 0.09 -0.04
C 8.165 7.024 19.693 -0.70 0.95 -0.63
H 8.829 6.543 22.323 -0.10 0.15 0.00
H 9.967 7.674 21.559 0.18 0.41 0.65
H 10.522 6.061 22.119 -0.02 -0.16 -0.48
H 8.106 8.052 20.050 -0.15 0.01 0.10
H 7.214 6.527 19.882 0.09 -0.18 0.64
H 8.160 7.059 18.603 0.63 -0.06 0.02
C 16.575 8.273 21.577 -0.96 0.18 -0.92
C 16.389 9.498 22.430 -1.12 2.03 -0.51
O 15.595 10.434 22.096 2.10 -2.95 1.21
C 17.255 9.606 23.680 -1.25 0.02 -0.35
H 17.495 8.198 20.998 0.44 0.35 0.53
H 15.817 8.343 20.796 -0.21 -0.23 0.05
H 16.427 7.337 22.115 0.06 0.17 0.17
H 18.193 10.020 23.310 0.15 0.13 0.45
H 17.410 8.657 24.193 0.22 -0.14 -0.42
H 16.721 10.240 24.389 0.46 0.44 -0.10
C 12.798 14.004 29.408 -0.56 0.08 0.71
C 12.037 14.348 28.167 -1.47 1.44 -0.60
O 10.989 14.994 28.167 1.61 -1.17 0.17
C 12.647 13.845 26.884 0.23 -0.12 -0.14
H 13.811 14.407 29.423 -0.03 0.04 -0.20
H 12.868 12.920 29.499 0.14 -0.11 -0.06
H 12.240 14.380 30.266 0.13 0.01 0.02
H 12.533 14.503 26.022 -0.11 0.26 0.31
H 12.136 12.922 26.611 0.09 -0.25 0.07
H 13.704 13.649 27.066 0.01 -0.18 -0.29
C 13.057 4.648 23.547 0.16 -0.50 -0.51
C 13.536 5.165 22.199 0.30 2.12 -0.36
O 14.304 6.120 22.065 -0.38 -0.75 0.72
C 12.852 4.639 20.962 -0.12 -1.02 0.95
H 13.629 4.796 24.463 0.42 0.36 -0.52
H 12.876 3.577 23.453 -0.21 -0.02 0.10
H 12.091 5.121 23.720 -0.22 -0.15 -0.04
H 12.479 5.385 20.260 0.18 0.08 0.30
H 12.037 4.012 21.325 -0.22 -0.08 -0.55
H 13.569 3.987 20.463 -0.01 -0.05 -0.19
C 9.494 11.257 21.023 0.55 0.33 0.22
C 9.588 12.761 20.796 -1.20 0.70 -0.22
O 8.604 13.341 20.341 1.73 -0.82 0.85
C 10.907 13.509 21.045 -0.65 0.95 -0.62
H 8.467 10.970 21.245 0.09 -0.08 -0.49
H 10.141 10.849 21.799 0.14 0.37 0.51
H 9.957 10.785 20.156 -0.62 -0.24 -0.45
H 11.156 13.767 22.074 -0.05 -0.86 0.19
H 10.764 14.513 20.645 -0.13 -0.05 -0.41
H 11.744 13.080 20.494 0.06 -0.29 0.31
C 5.901 10.974 27.049 -2.09 0.78 -0.05
C 6.142 12.466 27.094 -0.67 1.85 2.16
O 5.317 13.314 27.472 1.26 -2.16 -1.24
C 7.569 12.903 26.921 0.47 -0.12 -0.43
H 6.507 10.448 27.786 0.39 -0.14 -0.69
H 5.848 10.656 26.007 1.04 -0.46 -0.01
H 4.855 10.826 27.318 -0.08 0.06 0.44
H 8.139 12.809 27.845 -0.41 0.21 0.46
H 7.610 13.939 26.586 0.16 -0.17 -0.07
H 8.124 12.200 26.299 -0.10 0.19 -0.57
C 12.361 4.532 28.667 -0.70 -0.87 -0.43
C 12.154 5.296 27.380 0.45 -3.18 -1.89
O 11.902 4.725 26.281 0.56 2.34 3.32
C 12.501 6.733 27.505 -0.40 0.82 -1.02
H 11.762 4.940 29.482 0.32 0.34 0.10
H 13.430 4.545 28.878 0.01 0.31 0.29
H 12.078 3.482 28.592 -0.07 0.07 -0.32
H 11.525 7.216 27.464 -0.04 0.48 -0.15
H 13.081 6.986 26.617 -0.08 0.31 -0.08
H 13.027 7.099 28.387 -0.09 -0.56 0.11
```
Positions in Å, forces in eV/Å.

Total charge: +1
Kohn-Sham gap (alpha / beta): 0.2710 / 0.1133 hartree
2S+1: 2
LUMO energy (alpha / beta): -4.03 / -8.32 eV
DFT total energy: -2455.7105 a.u.
Expectation value of S²: 0.7662

Here are the Mulliken charges for atoms 1 to 8, given in e:
1 F -0.359
2 C 0.409
3 C 1.018
4 C -0.165
5 C -1.051
6 C -0.596
7 C 0.034
8 H -0.730